(1)
# C4H2Cl2

C4H2Cl2 in the gas phase in a non-equilibrium geometry (ωB97M-V with the def2-TZVPD basis set, OMol25).

Output
**Highest occupied orbital energy**: -9.22 eV
**SMILES**: C#C/C(Cl)=C\Cl
**E_LUMO**: 0.346 eV
**Kohn-Sham gap**: 9.6 eV
**ΔE to the lowest compared entry with this formula, charge and spin**: 23.0 kJ/mol

Structure (ORCA input):
```
! RIJCOSX wB97M-V def2-TZVPD def2/J DEFGRID3
* xyz 0 1
C 1.38383 0.08930 -0.53068
C 0.02809 0.01933 -0.72700
C -0.80834 -0.07084 0.49083
C -1.64064 -0.21972 1.35504
H 2.06589 0.33536 -1.28968
H -2.49326 -0.17746 2.02138
Cl 2.13255 -0.15078 0.99413
Cl -0.66810 0.17481 -2.31402
*
```

In the Löwdin picture, each atom carries the following charge in e: -0.583 -0.753 -0.191 0.123 0.043 0.044 0.655 0.663

(2)
# C5H10O

C5H10O in the gas phase (ωB97M-V with the def2-TZVPD basis set, OMol25).

Output
**Highest occupied orbital energy (spin up / spin down)**: -7.21 / -6.75 eV
**E_LUMO (spin up / spin down)**: 0.645 / 0.352 eV
**Kohn-Sham gap (spin up / spin down)**: 7.9 / 7.1 eV
**ΔE to the lowest compared entry with this formula, charge and spin**: 469.7 kJ/mol

Structure (ORCA input):
```
! RIJCOSX wB97M-V def2-TZVPD def2/J DEFGRID3
* xyz 0 1
O -1.25764 -0.31246 0.93497
C -1.01533 0.14968 -0.46555
C -0.41307 -0.99959 -1.14925
C 0.71626 -0.63951 1.09177
C 1.20200 0.58032 0.36787
C -0.03311 1.28455 -0.24888
H -1.43244 -1.25729 0.79542
H -2.00417 0.49589 -0.78648
H -1.12593 -1.72689 -1.55430
H 0.39398 -0.78115 -1.84843
H 1.09766 -1.60168 0.80082
H 0.50490 -0.52917 2.15485
H 1.73610 1.25067 1.05228
H 1.88625 0.27334 -0.42692
H -0.44459 2.00294 0.46649
H 0.18909 1.81036 -1.18464
*
```

In the Löwdin picture, each atom carries the following charge in e: -0.082 -0.460 -0.041 0.042 -0.222 -0.150 0.098 0.135 0.037 0.046 0.062 0.084 0.111 0.108 0.114 0.118

(3)
# C3H4N3OS

2 unconnected molecules or ions with the total composition C3H4N3OS in a non-equilibrium geometry (ωB97M-V with the def2-TZVPD basis set, OMol25).

Output
**Highest occupied orbital energy (spin up / spin down)**: -14.47 / -14.48 eV
**E_LUMO (spin up / spin down)**: -6.850 / -6.871 eV
**Kohn-Sham gap (spin up / spin down)**: 7.6 / 7.6 eV
**ΔE to the lowest compared entry with this formula, charge and spin**: 788.7 kJ/mol

Structure (ORCA input):
```
! RIJCOSX wB97M-V def2-TZVPD def2/J DEFGRID3
* xyz 1 1
C 1.33243 0.23381 0.86128
C -0.73607 -0.62772 -0.54421
C 0.33120 -0.81466 0.35650
N 1.08363 1.43024 0.62532
N 0.51594 -2.10954 0.63971
N -1.52019 1.39891 -1.31450
O -0.24825 -2.85540 0.02048
S -1.39246 -2.04900 -0.97537
H 2.32190 -0.20381 1.28751
H 1.65661 2.32298 0.74279
H -2.52614 1.44912 -1.09139
H -0.81860 1.82507 -0.60812
*
```

In the Löwdin picture, each atom carries the following charge in e: -0.163 -0.281 -0.287 0.103 0.073 0.223 -0.287 1.255 0.159 0.132 0.040 0.032

(4)
# C2HDyFO2

A molecular structure, C2HDyFO2 in a non-equilibrium geometry (ωB97M-V with the def2-TZVPD basis set, OMol25).

Output
**<S²>**: 9.786
**Highest occupied orbital energy (spin up / spin down)**: -13.45 / -14.15 eV
**E_LUMO (spin up / spin down)**: -6.448 / -5.816 eV
**Kohn-Sham gap (spin up / spin down)**: 7.0 / 8.3 eV
**ΔE to the lowest compared entry with this formula, charge and spin**: 0.0 kJ/mol

Structure (ORCA input):
```
! RIJCOSX wB97M-V def2-TZVPD def2/J DEFGRID3
* xyz 1 6
C 0.08354 -0.35710 0.17151
C 0.38869 -0.89947 -1.02152
O 1.24302 -1.56093 -1.59324
O -0.99591 0.65219 0.15117
H -1.16372 0.90179 -0.87282
Dy 0.30985 1.04356 2.12306
F -0.67033 0.07325 -2.12119
*
```

In the Löwdin picture, each atom carries the following charge in e: -0.290 -0.240 0.193 -0.329 0.144 1.771 -0.250

(5)
# C21H36P2W

A molecular structure, C21H36P2W in a non-equilibrium geometry (ωB97M-V with the def2-TZVPD basis set, OMol25).

Output
**<S²>**: 2.021
**Highest occupied orbital energy (spin up / spin down)**: -12.99 / -13.44 eV
**E_LUMO (spin up / spin down)**: -7.103 / -7.357 eV
**Kohn-Sham gap (spin up / spin down)**: 5.9 / 6.1 eV
**ΔE to the lowest compared entry with this formula, charge and spin**: 246.0 kJ/mol

Structure (ORCA input):
```
! RIJCOSX wB97M-V def2-TZVPD def2/J DEFGRID3
* xyz 2 3
P -0.17290 1.61507 -1.72266
P 0.82237 0.47926 1.96783
C 0.58882 0.03468 -1.15077
C 0.15135 -0.40589 0.26907
H 1.69709 0.04726 -1.24495
H 0.25525 -0.74516 -1.85835
H -0.90434 -0.80031 0.30260
H 0.75311 -1.23571 0.62674
C 2.62613 0.22723 1.81367
H 3.15493 0.95171 2.45217
H 2.97179 0.37262 0.77835
H 2.89571 -0.80330 2.11553
C 0.13059 -0.51014 3.30065
H 0.71356 -1.44313 3.42097
H -0.91922 -0.76060 3.10182
H 0.17704 0.11076 4.20573
C 0.48187 2.13167 -3.30696
H 0.20742 3.16941 -3.53796
H 0.06449 1.45497 -4.06560
H 1.57747 2.05163 -3.29728
C -1.97079 1.25351 -1.90081
H -2.62618 1.15717 -0.99527
H -2.06354 0.35012 -2.51765
H -2.34184 2.10703 -2.49046
W -0.80028 1.43503 0.52806
C -0.85929 -3.28069 0.00171
C 0.47931 -3.28714 -0.26919
C 1.08037 -3.83744 -1.53123
C 0.32698 -3.62673 -2.86872
C -0.44146 -2.34032 -3.00490
C -1.67303 -2.13342 -2.51916
C -2.52418 -3.21322 -1.93139
C -1.84731 -4.04378 -0.82384
C -0.40556 3.48246 -0.21939
H -1.25213 -2.85006 0.91596
H 1.20065 -3.11600 0.53510
H 1.23482 -4.92565 -1.43295
H 2.08873 -3.40394 -1.62142
H 1.09189 -3.64454 -3.66635
H -0.36512 -4.46769 -3.03218
H 0.04371 -1.61585 -3.67977
H -2.21703 -1.22013 -2.76137
H -2.82918 -3.90435 -2.73769
H -3.43773 -2.74723 -1.53768
H -2.64520 -4.44508 -0.17617
H -1.33148 -4.88924 -1.29864
H -0.94389 3.90662 0.65502
H -0.86035 3.96540 -1.10405
H 0.63762 3.82347 -0.15015
C 1.08805 4.32700 4.25351
C 1.91751 4.03370 3.16909
C 1.52985 3.11406 2.19639
C 0.27061 2.40903 2.31106
C -0.63115 2.86986 3.32934
C -0.18618 3.77326 4.29952
H 1.44003 4.99969 5.03525
H 2.88414 4.51337 3.08769
H 2.17779 2.93369 1.34010
H -1.67493 2.55438 3.31414
H -0.83677 4.04163 5.12790
*
```

In the Löwdin picture, each atom carries the following charge in e: 0.799 0.879 -0.349 -0.504 0.109 0.041 0.069 0.042 -0.152 0.073 0.069 0.084 -0.173 0.082 0.068 0.073 -0.168 0.076 0.078 0.076 -0.215 0.057 0.026 0.083 0.950 -0.110 -0.130 -0.171 -0.165 -0.128 -0.124 -0.167 -0.170 -0.284 0.098 0.104 0.132 0.112 0.124 0.116 0.116 0.074 0.136 0.114 0.128 0.111 0.030 0.024 0.025 -0.018 -0.039 -0.132 -0.451 -0.078 -0.043 0.131 0.122 0.108 0.112 0.124

(6)
# C2H5ClIN

2 unconnected molecules or ions with the total composition C2H5ClIN in a non-equilibrium geometry (ωB97M-V with the def2-TZVPD basis set, OMol25).

Output
**Highest occupied orbital energy (spin up / spin down)**: -9.59 / -8.21 eV
**E_LUMO (spin up / spin down)**: -0.180 / -0.613 eV
**Kohn-Sham gap (spin up / spin down)**: 9.4 / 7.6 eV
**ΔE to the lowest compared entry with this formula, charge and spin**: 333.0 kJ/mol

Structure (ORCA input):
```
! RIJCOSX wB97M-V def2-TZVPD def2/J DEFGRID3
* xyz 0 1
C -0.07861 1.54508 -0.28338
C -0.24704 -2.01907 0.58535
N 1.00200 0.63780 -0.31314
Cl 1.55422 0.51640 -1.94793
I -0.45024 -1.57774 2.54593
H -0.73035 1.27874 0.54100
H 0.28982 2.52103 -0.04663
H -0.62627 1.68018 -1.17509
H 0.45535 -2.71150 0.20816
H -1.16886 -1.87091 -0.11427
*
```

In the Löwdin picture, each atom carries the following charge in e: -0.296 -0.680 -0.425 0.527 0.746 0.059 0.076 0.042 -0.061 0.013

Number 1: DFT total energy -29222.4138 eV. Number 2: DFT total energy -7389.8973 eV. Number 3: DFT total energy -20514.0375 eV. Number 4: DFT total energy -32974.8848 eV. Number 5: DFT total energy -42738.8921 eV. Number 6: DFT total energy -24263.5534 eV.